## A
{"formula": "C11H38O8", "method": "ωB97M-V with the def2-TZVPD basis set", "species": ["C", "O", "H", "H", "H", "H", "O", "H", "H", "O", "H", "H", "C", "C", "O", "H", "H", "H", "H", "H", "H", "C", "C", "O", "H", "H", "H", "H", "H", "H", "C", "C", "O", "H", "H", "H", "H", "H", "H", "C", "C", "O", "H", "H", "H", "H", "H", "H", "C", "C", "O", "H", "H", "H", "H", "H", "H"], "positions_angstrom": [[1.976, 2.835, -0.503], [1.081, 3.847, -0.910], [1.991, 2.855, 0.587], [1.616, 1.846, -0.785], [2.925, 3.042, -0.997], [0.223, 3.533, -0.616], [-0.537, 0.290, -0.228], [0.291, 0.259, 0.250], [-0.892, -0.595, -0.151], [-1.274, 2.782, -0.002], [-1.044, 1.866, -0.163], [-1.692, 2.777, 0.859], [0.980, 0.211, 3.936], [2.083, 1.272, 4.220], [2.945, 1.437, 3.131], [0.271, 0.156, 4.761], [1.367, -0.802, 3.831], [0.449, 0.457, 3.016], [2.660, 1.117, 5.132], [1.566, 2.193, 4.490], [3.849, 1.156, 3.291], [2.616, -1.810, -0.621], [2.653, -1.190, 0.821], [2.027, 0.012, 0.854], [1.582, -1.900, -0.955], [3.121, -2.773, -0.690], [3.092, -1.155, -1.351], [3.687, -1.064, 1.141], [2.195, -1.873, 1.536], [2.302, 0.497, 1.635], [-1.650, -2.271, 2.438], [-1.817, -3.057, 1.159], [-1.340, -2.267, 0.118], [-0.628, -1.938, 2.623], [-2.100, -2.764, 3.300], [-2.124, -1.296, 2.332], [-2.845, -3.384, 1.004], [-1.312, -4.021, 1.217], [-1.164, -2.837, -0.634], [1.172, 0.204, -3.340], [1.334, -0.258, -4.803], [1.872, 0.776, -5.628], [2.115, 0.499, -2.879], [0.732, -0.578, -2.722], [0.552, 1.089, -3.196], [0.312, -0.424, -5.144], [1.880, -1.202, -4.799], [2.764, 0.894, -5.293], [-3.738, 0.278, -1.476], [-5.062, 0.074, -0.726], [-6.006, -0.475, -1.639], [-3.834, 0.927, -2.347], [-3.313, -0.673, -1.798], [-3.058, 0.801, -0.804], [-5.486, 1.021, -0.393], [-5.012, -0.608, 0.123], [-6.354, 0.211, -2.212]], "gap_ha": 0.3412, "e_homo_ha": -0.329, "smiles": "CCO.CCO.CCO.CCO.CCO.CO.O.O"}

## B
{"formula": "C11H38O8", "method": "ωB97M-V with the def2-TZVPD basis set", "species": ["C", "C", "O", "H", "H", "H", "H", "H", "H", "C", "C", "O", "H", "H", "H", "H", "H", "H", "C", "C", "O", "H", "H", "H", "H", "H", "H", "C", "O", "H", "H", "H", "H", "C", "O", "H", "H", "H", "H", "C", "O", "H", "H", "H", "H", "C", "O", "H", "H", "H", "H", "C", "O", "H", "H", "H", "H"], "positions_angstrom": [[-4.121, 0.090, -3.100], [-2.667, 0.431, -3.178], [-1.878, 0.009, -2.114], [-4.295, -0.978, -3.019], [-4.580, 0.372, -4.048], [-4.628, 0.694, -2.342], [-2.465, 1.486, -3.188], [-2.214, 0.057, -4.051], [-0.975, 0.289, -2.387], [0.803, 2.415, -1.374], [1.821, 1.325, -1.659], [0.925, 0.229, -1.944], [1.223, 3.195, -0.728], [-0.063, 2.109, -0.871], [0.397, 2.966, -2.223], [2.468, 1.049, -0.851], [2.512, 1.546, -2.475], [1.422, -0.613, -1.825], [1.005, 1.679, 2.055], [2.203, 2.562, 1.917], [3.325, 2.260, 2.784], [0.559, 1.943, 2.991], [1.137, 0.641, 1.937], [0.345, 1.956, 1.228], [1.953, 3.606, 1.998], [2.579, 2.396, 0.876], [3.330, 2.789, 3.581], [-0.676, -1.450, 0.668], [-1.791, -0.595, 0.467], [-0.848, -2.331, 0.014], [-0.642, -1.823, 1.695], [0.351, -1.166, 0.464], [-1.800, -0.420, -0.496], [-0.596, -3.558, -2.599], [0.302, -4.270, -1.740], [-0.586, -4.009, -3.591], [-0.177, -2.580, -2.781], [-1.637, -3.444, -2.335], [0.732, -3.526, -1.317], [2.809, -2.282, -2.241], [2.147, -2.119, -1.029], [2.066, -2.594, -3.012], [3.414, -3.171, -2.238], [3.284, -1.326, -2.582], [2.795, -2.033, -0.253], [-2.537, 1.713, 2.898], [-3.372, 1.351, 1.797], [-1.815, 2.471, 2.595], [-1.818, 0.959, 3.255], [-3.129, 2.118, 3.721], [-2.908, 0.615, 1.349], [0.807, -0.732, 5.003], [1.419, 0.547, 4.850], [0.023, -0.766, 5.733], [1.556, -1.553, 5.172], [0.248, -0.961, 4.087], [2.260, 0.447, 4.432]], "gap_ha": 0.3428, "e_homo_ha": -0.341, "smiles": "CCO.CCO.CCO.CO.CO.CO.CO.CO"}

Relative to the most stable one, in kJ/mol, the structures come out at A 0.0; B 226.4.

## A
{"formula": "C2H3N4O", "method": "ωB97M-V with the def2-TZVPD basis set", "species": ["C", "C", "N", "N", "N", "N", "O", "H", "H", "H"], "positions_angstrom": [[-2.507, -2.222, -1.179], [1.749, 1.411, 0.915], [-1.849, -1.402, -0.560], [-0.876, -0.584, -0.699], [-0.186, 0.087, 0.007], [0.624, 1.080, 0.128], [-3.191, -2.966, -1.668], [2.330, 2.155, 0.357], [2.437, 0.547, 0.915], [1.468, 1.895, 1.786]], "gap_ha": 0.2996, "charge": 1, "e_homo_ha": -0.555, "smiles": "C/N=N/N=[N+]=C=O"}

## B
{"formula": "C2H3N4O", "method": "ωB97M-V with the def2-TZVPD basis set", "species": ["C", "C", "N", "N", "N", "N", "O", "H", "H", "H"], "positions_angstrom": [[-1.115, -1.876, 0.578], [-0.710, 1.279, 0.091], [0.669, -0.363, -0.233], [1.221, 0.772, -0.478], [0.414, 1.793, -0.289], [-0.545, -0.135, 0.148], [-1.900, -1.973, 1.387], [-0.509, -2.378, -0.161], [-1.589, 1.805, 0.394], [2.188, 0.861, -0.780]], "gap_ha": 0.4386, "charge": 1, "e_homo_ha": -0.620}

Relative to the most stable one, in kJ/mol, the structures come out at A 359.1; B 0.0.

## A
{"formula": "C2H3N4O", "method": "ωB97M-V with the def2-TZVPD basis set", "species": ["C", "C", "N", "N", "N", "N", "O", "H", "H", "H"], "positions_angstrom": [[-0.415, -1.816, -1.867], [0.800, 1.628, 0.916], [-0.023, -0.905, -1.272], [-1.195, -0.341, 1.652], [-2.051, -0.457, 2.333], [1.219, 0.902, -0.015], [0.331, 2.263, 1.739], [-0.778, -2.664, -2.347], [0.403, 0.039, -0.377], [1.709, 1.351, -0.760]], "gap_ha": 0.4930, "charge": 1, "e_homo_ha": -0.636}

## B
{"formula": "C2H3N4O", "method": "ωB97M-V with the def2-TZVPD basis set", "species": ["C", "C", "N", "N", "N", "N", "O", "H", "H", "H"], "positions_angstrom": [[3.281, 0.306, 1.253], [-3.093, 1.028, 1.264], [2.283, 0.486, 0.748], [1.400, 0.855, -1.856], [0.769, 0.663, -0.989], [-2.208, 0.489, 0.809], [-1.256, -0.010, 0.249], [4.188, -0.047, 1.590], [-4.145, 1.322, 1.446], [-0.462, 0.560, -0.425]], "gap_ha": 0.4563, "charge": 1, "e_homo_ha": -0.604}

Relative to the most stable one, in kJ/mol, the structures come out at A 0.0; B 404.7.

## A
{"formula": "C2H10O4", "method": "ωB97M-V with the def2-TZVPD basis set", "species": ["O", "C", "C", "H", "H", "H", "H", "H", "H", "O", "H", "H", "O", "H", "H", "O"], "positions_angstrom": [[2.343, 1.047, 0.122], [2.345, -0.087, -0.277], [1.374, -0.654, -1.262], [3.186, -0.762, 0.002], [1.612, -0.298, -2.271], [1.367, -1.743, -1.292], [0.356, -0.294, -1.094], [-0.113, 2.265, 2.167], [-0.390, 1.595, 0.865], [-0.248, 1.383, 1.796], [-1.757, -2.276, 1.701], [-1.235, -0.865, 1.561], [-1.964, -1.436, 1.264], [-2.165, 0.589, -0.311], [-2.753, 0.896, -1.722], [-1.959, 0.640, -1.250]], "gap_ha": 0.3828, "e_homo_ha": -0.359, "smiles": "CC=O.O.O.O"}

## B
{"formula": "C2H10O4", "method": "ωB97M-V with the def2-TZVPD basis set", "species": ["O", "C", "C", "H", "H", "H", "H", "H", "H", "O", "H", "H", "O", "H", "H", "O"], "positions_angstrom": [[-2.547, 0.311, 0.641], [-1.647, 0.377, 1.471], [-0.642, -0.848, 1.594], [-1.559, 1.147, 2.184], [-0.804, -1.749, 1.016], [-0.443, -1.362, 2.561], [0.236, -0.388, 1.218], [-2.059, 0.183, -2.523], [-1.770, -0.778, -1.424], [-1.384, -0.368, -2.196], [2.479, -1.534, -0.215], [2.043, -0.473, -1.206], [2.719, -0.701, -0.617], [2.529, 1.848, -0.874], [1.084, 1.882, -0.941], [1.764, 2.454, -0.688]], "gap_ha": 0.4012, "e_homo_ha": -0.383, "smiles": "CC=O.O.O.O"}

Relative to the most stable one, in kJ/mol, the structures come out at A 0.0; B 66.4.

## A
{"formula": "C5H8N4O2", "method": "ωB97M-V with the def2-TZVPD basis set", "species": ["C", "C", "C", "C", "C", "N", "N", "N", "N", "O", "O", "H", "H", "H", "H", "H", "H", "H", "H"], "positions_angstrom": [[-1.073, -0.321, 1.452], [-0.840, 1.147, -0.863], [-1.696, -0.909, 0.169], [-1.354, -0.136, -1.089], [1.041, 0.352, 0.617], [0.040, 0.264, 1.524], [-0.413, 2.218, -0.724], [1.775, 1.445, 0.720], [1.364, -0.600, -0.193], [2.598, -0.312, -0.969], [0.780, -1.732, -0.397], [-1.644, -0.617, 2.369], [-1.103, -1.862, 0.268], [-2.788, -1.114, 0.302], [-2.328, -0.005, -1.718], [-0.741, -0.588, -1.775], [2.866, -1.167, -1.295], [1.464, 1.978, 1.668], [2.053, 1.959, -0.067]], "gap_ha": [0.3158, 0.3159], "e_homo_ha": [-0.294, -0.294], "smiles": "N#CCC/C=N\\C(N)=[N+](/[O-])O"}

## B
{"formula": "C5H8N4O2", "method": "ωB97M-V with the def2-TZVPD basis set", "species": ["C", "C", "C", "C", "C", "N", "N", "N", "N", "O", "O", "H", "H", "H", "H", "H", "H", "H", "H"], "positions_angstrom": [[1.313, 0.772, 2.913], [-0.246, -2.100, -0.566], [0.150, -1.487, -2.014], [-0.588, -0.809, 0.269], [-0.516, -0.228, -1.867], [-0.567, 3.525, 0.865], [0.465, 1.627, 0.065], [0.051, 2.607, 0.430], [-0.827, 0.150, -0.691], [0.391, 0.180, 3.251], [2.253, 1.378, 2.668], [-1.150, -2.631, -0.671], [0.546, -2.529, -0.032], [1.228, -1.480, -2.227], [-0.344, -2.121, -2.794], [-1.565, -0.971, 0.688], [0.156, -0.597, 1.056], [-0.719, 0.490, -2.754], [-0.029, 4.224, 1.410]], "gap_ha": 0.3522, "e_homo_ha": -0.332}

Relative to the most stable one, in kJ/mol, the structures come out at A 203.0; B 0.0.

## A
{"formula": "C5H12NO", "method": "ωB97M-V with the def2-TZVPD basis set", "species": ["C", "N", "C", "C", "C", "O", "C", "H", "H", "H", "H", "H", "H", "H", "H", "H", "H", "H", "H"], "positions_angstrom": [[1.280, 0.511, 0.598], [0.355, -0.667, 0.903], [-1.052, -0.177, 0.917], [-1.588, 0.430, -0.319], [-1.752, -0.485, -1.541], [-2.952, -0.400, -2.071], [2.766, 0.069, 0.371], [1.198, 1.231, 1.470], [1.034, 1.073, -0.316], [0.590, -1.430, 0.203], [-1.126, 0.584, 1.724], [-1.715, -1.063, 1.064], [-1.089, 1.402, -0.461], [-2.650, 0.713, -0.160], [-1.459, -1.519, -1.175], [-1.023, -0.178, -2.288], [2.840, -0.703, -0.335], [2.988, -0.338, 1.420], [3.354, 0.947, -0.004]], "gap_ha": [0.1054, 0.2397], "charge": -2, "e_homo_ha": [0.145, 0.008], "spin_multiplicity": 2}

## B
{"formula": "C5H12NO", "method": "ωB97M-V with the def2-TZVPD basis set", "species": ["C", "O", "C", "C", "C", "C", "N", "H", "H", "H", "H", "H", "H", "H", "H", "H", "H", "H", "H"], "positions_angstrom": [[-2.272, 1.155, -1.804], [-2.736, 1.815, -2.898], [-0.820, 0.705, -1.862], [-0.458, -0.293, -0.714], [0.928, -0.059, -0.218], [1.914, -1.283, 2.939], [1.356, 1.058, 0.468], [-2.297, 1.778, -0.867], [-2.905, 0.216, -1.550], [-0.200, 1.597, -1.738], [-0.620, 0.229, -2.845], [-1.208, -0.038, 0.054], [-0.533, -1.344, -0.979], [1.707, -0.838, -0.495], [0.618, 0.537, 1.098], [2.113, -2.094, 2.215], [2.779, -1.063, 3.550], [1.642, -0.532, 2.181], [0.992, -1.546, 3.465]], "gap_ha": [0.1154, 0.1924], "charge": -2, "e_homo_ha": [0.116, 0.037], "spin_multiplicity": 2}

Relative to the most stable one, in kJ/mol, the structures come out at A 0.0; B 168.2.